DFT (ωB97M-V with the def2-TZVPD basis set) results for C4H5NO in the gas phase.

```
11
Properties=species:S:1:pos:R:3:forces:R:3:lowdin_charge:R:1
C -1.779380 0.124103 0.045986 -0.09 0.03 -0.02 -0.016
C -0.349979 -0.370671 0.110766 -0.02 -0.22 0.08 -0.490
C 0.703776 0.576345 -0.202782 -0.02 0.07 -0.02 -0.044
C 1.878252 -0.093017 -0.059046 -0.06 -0.73 0.21 -0.323
N 2.455459 -1.148718 0.217728 -0.21 0.85 -0.23 0.299
O -0.092445 -1.531487 0.428523 -0.09 0.38 -0.11 0.028
H -2.208262 0.101613 1.052462 0.08 -0.02 -0.12 0.089
H -1.850552 1.140359 -0.349454 0.03 -0.15 0.06 0.073
H -2.366926 -0.552877 -0.579822 0.10 0.06 0.09 0.087
H 0.585537 1.607826 -0.490137 0.04 -0.15 0.04 0.094
H 3.024523 0.146523 -0.174229 0.24 -0.12 0.03 0.202
```
Forces are in eV/Å.

- spin multiplicity = 1
- LUMO energy (Eh) = -0.037
- HOMO energy (eV) = -8.9
- ΔE to the lowest compared entry with this formula, charge and spin (kJ/mol) = 373.1

---

DFT (ωB97M-V with the def2-TZVPD basis set) results for 9 unconnected molecules or ions with the total composition C49H65N9O4 in a non-equilibrium geometry.

```
127
Properties=species:S:1:pos:R:3:forces:R:3:lowdin_charge:R:1
C -3.834125 0.086051 -3.296135 -0.66 0.74 -0.32 -0.131
C -2.467567 0.480310 -4.052604 0.23 -0.13 0.57 -0.242
C -1.249731 -0.559603 -3.845598 0.08 0.09 -0.61 -0.211
C -1.690029 -2.126150 -3.969385 0.83 0.45 0.99 -0.182
C -1.705039 -2.791847 -2.465936 -0.46 0.26 -0.85 -0.189
C -3.053343 -3.648628 -2.165758 0.96 0.43 1.40 -0.188
C -3.908077 -2.831821 -1.027034 0.04 -0.35 -0.54 -0.202
C -3.437209 -3.175417 0.477791 -1.06 -0.59 0.07 -0.209
C -3.269288 -1.902148 1.447293 1.08 -0.42 0.88 -0.210
C -2.061988 -0.904111 1.066289 -0.56 0.14 -0.93 -0.198
C -0.652741 -1.631536 0.770368 0.60 0.82 0.66 -0.173
C 0.553241 -1.158743 1.805508 0.46 -1.08 -2.15 -0.091
C 1.895501 -1.276341 0.887518 1.18 2.42 -0.18 -0.007
C 2.609649 -0.184768 0.288436 -1.22 -3.55 0.91 -0.080
N 2.321593 1.288768 0.414010 -3.37 -0.88 -4.28 0.153
C 1.487163 1.583110 -0.568743 0.94 -1.38 -3.91 -0.115
O 0.926472 1.726382 -1.690559 2.99 -0.23 7.54 0.098
C 3.713031 -0.916272 -0.623572 -0.02 3.60 -2.44 -0.248
O 4.152593 -0.489558 -1.733131 -1.52 -2.88 5.77 0.111
O 3.991389 -2.138165 0.082523 -1.63 -0.50 -2.06 0.020
C 2.703284 -2.636549 0.488235 -3.14 -1.72 0.91 -0.230
O 2.263720 -3.828150 0.506050 3.11 6.20 -0.11 0.106
H -3.847272 0.361472 -2.170690 0.28 -0.52 -1.83 0.072
H -4.156469 -1.008025 -3.409627 0.66 1.57 0.13 0.061
H -4.677478 0.723041 -3.779432 1.33 -1.07 0.88 0.082
H -2.128166 1.501895 -3.615200 -0.58 -1.59 -1.01 0.101
H -2.674589 0.593704 -5.177517 0.25 -0.13 1.69 0.097
H -0.751225 -0.309306 -2.829661 -0.79 -0.72 -1.55 0.087
H -0.434385 -0.377436 -4.657644 -1.45 -0.05 1.39 0.101
H -2.726527 -2.223946 -4.451214 1.62 0.14 0.60 0.096
H -0.892775 -2.637175 -4.623528 -1.46 0.60 0.93 0.105
H -0.734897 -3.413543 -2.299168 -1.74 1.13 -0.23 0.120
H -1.725358 -1.894515 -1.744253 0.23 -1.57 -0.99 0.061
H -3.668564 -3.876536 -3.105558 0.94 0.44 1.36 0.102
H -2.702478 -4.642584 -1.679571 -0.89 1.44 -0.93 0.103
H -5.012484 -3.105674 -1.204071 1.53 0.58 0.60 0.097
H -3.793554 -1.693654 -1.165826 -0.25 -1.84 -0.08 0.073
H -4.286448 -3.825869 0.942567 1.51 1.05 -0.66 0.109
H -2.511018 -3.880301 0.461267 -1.42 1.50 0.09 0.107
H -4.233082 -1.292035 1.566706 1.29 -0.99 -0.40 0.116
H -3.018684 -2.330498 2.503827 -0.51 0.70 -1.69 0.102
H -2.379307 -0.371455 0.078549 0.57 -0.81 1.64 0.098
H -1.964060 -0.054452 1.848175 -0.11 -1.55 -1.11 0.114
H -0.711054 -2.772196 0.856363 0.00 1.72 -0.55 0.111
H -0.293998 -1.267646 -0.275545 -0.69 -1.08 1.75 0.100
H 0.314654 -0.085268 2.119389 0.91 -1.56 -0.27 0.113
H 0.696839 -1.899200 2.664574 -0.45 1.32 -1.04 0.115
C -9.567062 -4.050765 -0.452635 0.16 0.00 0.24 -0.116
C -9.783422 -4.345614 -1.821209 0.08 -0.11 -0.25 -0.116
C -8.632018 -4.919281 -2.303537 -0.01 0.02 -0.08 -0.143
N -7.726676 -4.977385 -1.277337 -0.05 -0.01 0.01 -0.004
C -8.290705 -4.454716 -0.143816 0.02 0.06 0.07 -0.149
H -10.267831 -3.594595 0.231590 0.09 -0.06 -0.07 0.090
H -10.682482 -4.159445 -2.390790 0.11 -0.03 0.06 0.091
H -8.378952 -5.289054 -3.286124 -0.06 0.06 0.10 0.105
H -6.791658 -5.347679 -1.345467 -0.22 0.06 0.02 0.139
H -7.735931 -4.414123 0.781869 -0.09 0.01 -0.09 0.102
C -0.923999 6.534431 -2.559157 -0.13 -0.23 -0.09 -0.116
C 0.216694 7.200053 -2.046523 0.29 0.04 0.12 -0.119
C 1.188497 6.250179 -1.844156 0.02 0.04 0.05 -0.137
N 0.674608 5.034630 -2.211500 0.02 0.05 -0.01 0.001
C -0.610973 5.199703 -2.653667 -0.08 -0.05 0.01 -0.140
H -1.869408 6.982027 -2.830437 0.10 -0.06 0.01 0.090
H 0.316311 8.257581 -1.848069 0.01 -0.11 -0.04 0.086
H 2.198247 6.333823 -1.470302 -0.12 0.03 -0.04 0.106
H 1.166209 4.155728 -2.164570 -0.14 0.19 -0.10 0.114
H -1.191133 4.355180 -2.995073 0.04 0.11 0.04 0.099
C 8.715235 -2.336242 1.344324 0.03 0.23 -0.13 -0.116
C 8.285619 -3.646554 1.667735 -0.14 -0.21 0.00 -0.116
C 7.079190 -3.848026 1.041086 -0.07 0.01 0.00 -0.137
N 6.762954 -2.705859 0.355378 0.29 -0.01 -0.02 0.006
C 7.757381 -1.780949 0.530217 -0.03 0.00 -0.01 -0.133
H 9.625016 -1.852686 1.669706 -0.14 0.00 -0.02 0.068
H 8.801719 -4.363934 2.289659 -0.07 0.06 -0.07 0.088
H 6.419702 -4.703203 1.025270 0.09 0.08 0.02 0.107
H 5.928044 -2.567798 -0.193575 0.32 -0.15 0.17 0.109
H 7.697240 -0.809178 0.062782 0.04 -0.10 0.06 0.107
C -0.419501 9.939096 -4.577521 0.16 0.03 -0.28 -0.115
C -1.208833 10.366564 -3.481519 -0.13 0.20 0.14 -0.122
C -1.351117 11.729199 -3.585700 -0.02 0.03 0.08 -0.143
N -0.672645 12.140573 -4.701968 -0.04 -0.04 0.00 -0.004
C -0.106131 11.054745 -5.315632 0.05 -0.04 -0.02 -0.142
H -0.115201 8.926935 -4.802400 -0.03 0.10 0.04 0.089
H -1.627556 9.745831 -2.702359 0.03 0.08 -0.08 0.083
H -1.874089 12.439723 -2.962846 0.06 -0.11 -0.05 0.104
H -0.601949 13.093425 -5.022368 -0.02 -0.23 0.07 0.145
H 0.470763 11.169745 -6.221236 -0.05 -0.05 0.11 0.104
C -0.417423 -0.597735 5.601266 -0.02 -0.28 -0.11 -0.120
C -1.018877 0.574640 6.122423 -0.23 0.16 0.09 -0.112
C -2.379751 0.385526 6.090466 -0.03 0.11 0.01 -0.145
N -2.622178 -0.856536 5.564752 0.03 0.00 0.09 0.001
C -1.431139 -1.464933 5.268728 0.07 -0.09 -0.09 -0.160
H 0.639876 -0.787355 5.483429 -0.11 0.01 0.03 0.092
H -0.512646 1.458885 6.481918 -0.08 -0.10 -0.03 0.095
H -3.194419 1.025987 6.394469 0.12 -0.05 -0.02 0.110
H -3.534677 -1.259853 5.419395 0.19 0.10 0.01 0.146
H -1.407698 -2.458998 4.846798 0.03 0.10 0.05 0.104
C -3.150272 -1.034997 11.568387 -0.24 -0.11 -0.11 -0.119
C -1.843673 -0.488048 11.570340 0.24 0.08 -0.12 -0.117
C -1.348781 -0.605300 10.293845 0.06 -0.01 -0.02 -0.142
N -2.306783 -1.207181 9.522629 -0.02 0.03 0.06 0.004
C -3.410599 -1.467692 10.290493 -0.02 -0.05 0.00 -0.147
H -3.826434 -1.103615 12.408330 0.07 0.01 -0.10 0.089
H -1.322543 -0.055516 12.412242 -0.05 -0.05 -0.11 0.090
H -0.399450 -0.314207 9.869251 -0.11 -0.03 0.06 0.105
H -2.214198 -1.423773 8.541858 0.03 0.12 0.17 0.129
H -4.283259 -1.938688 9.862782 0.08 0.04 0.09 0.102
C -0.388410 -2.526812 -8.877169 -0.29 -0.02 -0.05 -0.116
C 0.720085 -1.847838 -8.313669 0.12 0.20 0.15 -0.116
C 0.275756 -0.617844 -7.892644 0.07 0.05 0.03 -0.152
N -1.059153 -0.527523 -8.185443 0.01 -0.06 0.04 0.000
C -1.473467 -1.689189 -8.781025 -0.05 -0.04 -0.05 -0.145
H -0.392737 -3.519027 -9.304746 -0.01 0.11 0.05 0.090
H 1.731289 -2.218079 -8.225094 -0.11 0.06 0.00 0.091
H 0.793178 0.199441 -7.412268 -0.03 -0.10 -0.07 0.105
H -1.645293 0.269233 -7.991962 0.14 -0.18 -0.04 0.141
H -2.501429 -1.818590 -9.085559 0.13 -0.01 0.01 0.104
C 12.263227 0.790964 4.514656 0.18 0.12 -0.19 -0.117
C 11.429867 -0.271319 4.944073 -0.12 -0.26 -0.03 -0.113
C 11.409741 -1.207715 3.939080 -0.06 -0.05 0.03 -0.152
N 12.196600 -0.747680 2.916770 0.02 0.01 0.06 -0.001
C 12.725187 0.467876 3.261612 0.01 0.09 -0.02 -0.145
H 12.500168 1.691880 5.061981 -0.02 -0.10 -0.07 0.089
H 10.903312 -0.343458 5.884789 0.06 -0.01 -0.11 0.090
H 10.903746 -2.158765 3.862707 0.03 0.12 0.04 0.102
H 12.361602 -1.229089 2.046701 -0.03 0.10 0.20 0.144
H 13.381377 0.997226 2.586811 -0.08 -0.03 0.10 0.104
```
Forces are in eV/Å.

- spin multiplicity = 1
- LUMO energy (Eh) = -0.055
- HOMO energy (eV) = -8.1
- structure (SMILES) = CCCCCCCCCCCCC1=C(N=C=O)C(=O)OC1=O.c1cc[nH]c1.c1cc[nH]c1.c1cc[nH]c1.c1cc[nH]c1.c1cc[nH]c1.c1cc[nH]c1.c1cc[nH]c1.c1cc[nH]c1

---

DFT (ωB97M-V with the def2-TZVPD basis set) results for a molecular structure, C8H34F4HgN2O17S4 in a non-equilibrium geometry.

```
70
Properties=species:S:1:pos:R:3:forces:R:3:lowdin_charge:R:1
Hg 0.567836 3.767336 0.730627 -0.01 0.35 -0.33 1.293
N -0.298596 1.832325 0.051129 1.54 -3.40 0.87 -0.374
S -1.688846 1.495456 -0.587970 -6.07 2.34 -2.63 0.492
O -2.592644 0.892046 0.364006 1.24 0.08 -0.80 -0.248
O -1.713137 1.144320 -1.980856 0.63 -0.32 1.78 -0.230
F -2.206779 3.020612 -0.663189 0.57 -0.68 0.35 -0.185
S 0.160903 0.268131 0.415263 4.73 -2.58 0.24 0.546
O -0.294414 -0.835774 -0.365268 -1.45 1.35 -0.04 -0.237
O 0.434957 -0.048778 1.789229 -1.06 1.49 0.29 -0.275
F 1.666856 0.334385 -0.137980 -0.37 1.09 0.22 -0.184
N 0.097403 4.962754 -1.036269 -0.37 -0.77 -2.12 -0.403
S -0.324385 6.456048 -0.986722 -1.04 5.79 4.72 0.463
O -1.620923 6.816110 -1.459231 0.91 -0.50 -1.31 -0.216
O 0.809177 7.325567 -1.093369 -0.96 -0.57 -0.09 -0.233
F -0.734141 6.500472 0.611180 1.09 -0.47 -0.04 -0.246
S -0.103180 4.838087 -2.711626 2.23 -4.31 -3.36 0.563
O 0.819700 5.593633 -3.519702 -1.26 0.05 1.71 -0.210
O -1.436855 4.626981 -3.142260 0.36 0.23 0.71 -0.212
F 0.598675 3.379458 -2.749147 -0.61 0.59 0.37 -0.198
C -1.458051 3.118748 3.035496 0.07 0.50 -0.37 -0.074
O -1.382651 4.103980 1.957946 -0.15 -0.35 1.16 -0.215
H -0.925173 2.254330 2.649654 -0.43 -0.34 0.28 0.046
H -0.962872 3.501697 3.929293 0.04 -0.06 -0.03 0.097
H -2.513434 2.952940 3.240602 0.13 -0.49 -0.01 0.105
H -1.873824 4.856577 2.312052 0.31 0.45 -0.69 0.107
C 2.644869 -0.129624 -3.140376 0.49 -0.65 -0.78 -0.155
O 2.580756 0.715047 -4.295800 -0.53 -0.13 0.79 -0.107
H 1.751383 -0.147078 -2.519897 -0.01 0.53 0.06 0.054
H 2.735063 -1.165431 -3.476387 0.13 0.03 -0.20 0.071
H 3.560545 0.092517 -2.589541 -0.20 0.11 0.40 0.076
H 1.950689 1.405789 -4.063366 0.07 0.12 -0.37 0.057
C 0.194845 -3.479195 2.194986 0.62 0.87 0.60 -0.177
O 0.776854 -4.765359 2.172026 -0.52 -0.20 -0.30 -0.105
H -0.759568 -3.401975 2.722094 -0.12 -0.37 -0.16 0.077
H 0.892866 -2.874578 2.781419 -0.03 0.11 -0.07 0.071
H 0.114002 -2.998795 1.216301 -0.14 -0.24 -0.11 0.051
H 0.130973 -5.356373 1.768627 0.15 -0.11 0.02 0.081
C 3.683381 -1.817207 1.027988 0.80 -0.39 1.12 -0.142
O 4.762012 -2.680926 1.431344 -0.49 -0.12 0.20 -0.122
H 3.987730 -1.456771 0.047917 -0.91 0.31 -0.11 0.082
H 2.721379 -2.315135 1.155820 -0.04 -0.15 -0.89 0.056
H 3.599657 -1.029551 1.784099 0.37 0.42 -0.35 0.064
H 4.414588 -3.576689 1.411072 0.20 -0.06 0.05 0.071
O 1.751978 0.375351 4.354003 0.03 0.32 -0.32 -0.043
H 2.581543 -0.084245 4.525938 -0.02 0.05 0.06 0.060
H 1.393570 -0.048161 3.564404 -0.14 -0.35 -0.01 -0.004
O 1.728690 2.661727 2.449372 0.04 0.40 -0.21 -0.082
H 2.692159 2.597729 2.492058 -0.08 0.07 -0.08 0.092
H 1.404307 1.929423 3.008251 0.04 -0.03 0.02 0.030
O -1.752810 1.811313 -4.767932 0.03 -0.13 -0.10 -0.062
H -2.388600 2.466623 -4.464359 0.07 0.02 0.05 0.023
H -1.694955 1.176926 -4.043173 -0.04 0.18 -0.11 -0.003
C 1.116284 -3.505283 -1.566122 -0.09 1.47 -0.35 -0.096
C 0.335174 -4.772224 -1.793114 2.18 -0.57 -0.39 -0.299
O 0.308427 -5.104750 -3.184375 -1.21 0.23 0.01 -0.079
H 1.476653 -3.393193 -0.543498 -0.08 -0.09 0.02 0.050
H 0.544171 -2.611831 -1.831858 -0.29 -0.11 0.28 0.062
H 1.969770 -3.381368 -2.239950 0.24 -0.64 0.12 0.073
H -0.646565 -4.715317 -1.331424 -0.20 -0.25 -0.46 0.114
H 0.950408 -5.567071 -1.354186 -0.56 -0.15 0.63 0.108
H 1.204133 -5.038207 -3.522384 0.06 0.04 0.08 0.074
C -4.718145 -2.014777 0.945397 0.25 0.27 -0.91 -0.077
C -3.314842 -2.607990 0.946895 -0.17 -0.68 0.35 -0.314
O -3.407298 -3.941049 1.459049 0.47 -0.40 0.40 -0.103
H -4.753394 -1.026721 0.482125 0.11 0.03 0.04 0.063
H -5.167124 -1.928308 1.935180 0.26 -0.13 0.14 0.074
H -5.341536 -2.675396 0.342348 -0.12 0.02 0.09 0.077
H -2.570719 -2.005167 1.477863 -0.17 0.03 0.25 0.092
H -2.861849 -2.825490 -0.021395 -0.47 0.67 -0.35 0.114
H -3.607068 -3.948676 2.399682 -0.08 0.22 -0.01 0.078
```
Forces are in eV/Å.

- spin multiplicity = 1
- LUMO energy (Eh) = -0.127
- HOMO energy (eV) = -10.1

---

DFT (ωB97M-V with the def2-TZVPD basis set) results for 9 unconnected molecules or ions with the total composition C4H29N2O8 in a non-equilibrium geometry.

```
43
Properties=species:S:1:pos:R:3:forces:R:3:lowdin_charge:R:1
C -0.672889 0.052864 -2.576238 0.29 0.27 2.39 -0.123
C 0.332556 -0.811586 -3.309302 -1.17 0.14 0.53 -0.163
C 0.530759 -2.225402 -2.716650 -0.24 0.64 -0.55 -0.223
C 0.898553 -3.589668 -0.719727 -0.76 -1.25 -0.13 -0.129
N 0.898132 -2.260105 -1.299409 1.31 0.38 -0.78 -0.129
N -0.213071 0.303819 -1.117299 -0.52 0.08 -1.77 0.144
H -1.612225 -0.442327 -2.377692 -0.47 -0.01 -0.73 0.108
H -0.792327 1.071340 -2.933909 -0.20 -0.23 -0.68 0.127
H -0.141673 -0.945092 -4.284626 0.53 -0.03 -0.25 0.124
H 1.262763 -0.251549 -3.411745 0.15 -0.20 -0.13 0.120
H 1.289508 -2.603947 -3.412687 -0.04 -0.84 0.40 0.122
H -0.392288 -2.794847 -2.802877 -0.09 -0.09 -0.35 0.121
H -0.124487 -3.889260 -0.482324 -0.07 0.32 0.48 0.073
H 1.523954 -3.641461 0.165088 -0.16 0.22 0.18 0.082
H 1.192800 -4.441895 -1.352323 0.51 0.52 -0.42 0.084
H 1.873142 -1.964470 -1.323446 -0.06 0.21 0.51 0.117
H 0.756302 0.572015 -1.203434 0.55 0.28 0.90 0.087
H -0.799334 1.038582 -0.672096 0.20 -0.16 -0.02 0.087
H -0.329852 -0.576759 -0.628383 0.34 -0.27 0.41 0.087
H 2.353332 3.425441 2.591163 -0.05 0.49 0.06 0.070
H 1.055388 3.140984 1.735903 0.04 0.70 -0.16 0.014
O 1.837476 2.759753 2.144401 0.24 -1.14 0.00 -0.045
H -2.787470 0.702603 2.970640 -0.71 -0.01 0.10 0.057
H -1.357361 0.425458 3.337505 0.60 -0.11 -0.16 0.036
O -1.902983 1.010272 2.804058 0.22 0.11 -0.02 -0.032
H -0.548547 4.550628 1.189208 -0.59 0.14 0.47 0.044
H -0.196596 4.425440 -0.257930 0.09 -0.03 -0.02 0.054
O 0.207114 4.526177 0.611544 0.34 -0.15 -0.37 -0.037
H 2.170827 2.534755 -0.492887 -0.05 0.68 -0.35 0.039
H 2.494445 1.569953 0.561055 -0.02 -0.13 -0.14 0.031
O 2.250423 1.592588 -0.378295 0.15 -0.46 0.28 -0.048
H -1.010039 -2.595684 2.969132 0.27 -0.08 0.11 0.045
H 0.283825 -1.748123 2.765311 -0.11 0.14 0.14 0.017
O -0.559875 -1.997072 2.366573 -0.31 0.01 -0.22 -0.063
H -2.462827 -2.022071 -0.451210 -0.07 -0.11 0.12 0.058
H -2.557045 -1.169614 0.818476 0.24 -0.09 0.08 0.038
O -2.351330 -1.125945 -0.120676 -0.15 0.07 -0.21 -0.041
H -1.704404 1.670337 1.166212 -0.76 -0.05 0.22 0.011
H -2.769240 2.118470 0.030305 -0.18 -0.25 0.46 0.070
O -1.848183 2.076130 0.291731 0.86 0.45 -0.67 -0.057
H 1.443966 0.773389 2.499927 0.19 0.51 0.85 0.012
H 1.371627 0.527671 4.085992 0.49 0.61 -0.05 0.054
O 1.107153 0.228209 3.220940 -0.78 -1.26 -0.51 -0.044
```
Forces are in eV/Å.

- spin multiplicity = 1
- LUMO energy (Eh) = -0.091
- HOMO energy (eV) = -12.2
- net charge = +1
- ΔE to the lowest compared entry with this formula, charge and spin (kJ/mol) = 145.1